Entry 1:
ORCA calculation (ωB97M-V/def2-TZVPD) on 10 unconnected molecules or ions with the total composition C44H96F15N7O16S5 at a distorted geometry.

Results
- Frontier orbital gap: 4.74 eV
- HOMO: -9.8 eV
- Total charge: +2

```
183
Properties=species:S:1:pos:R:3:forces:R:3
C -3.253737 -3.178800 -3.165801 2.3759 -3.9318 -0.9209
F -2.744243 -2.280258 -3.970466 0.8270 2.0241 -0.5474
F -2.680613 -3.059196 -1.937816 -0.5693 0.4334 -0.3670
F -4.517621 -3.049530 -3.141769 -2.6411 0.8438 0.9190
S -2.824318 -4.876540 -3.974199 -1.4383 -2.8437 0.9557
O -1.379260 -4.889425 -4.014602 1.3409 0.8280 0.3176
O -3.336441 -5.904292 -2.989436 0.4983 2.6417 -2.0748
O -3.400935 -4.850718 -5.316807 -0.1202 0.4706 1.6652
C -1.691665 -0.385604 0.982421 1.7503 -1.3562 -1.8412
F -1.410275 -1.152654 2.064958 -0.5196 1.8043 -1.8281
F -2.432055 -1.097360 0.089189 0.6118 0.0560 0.7548
F -2.402831 0.700053 1.219882 -0.4598 0.7077 1.3008
S -0.064049 0.232866 0.011172 -0.0604 -0.5506 0.4704
O 0.647318 1.049885 1.006478 -0.6616 -0.0979 -0.3949
O 0.608490 -1.001704 -0.347745 0.0830 -0.0643 0.2306
O -0.477386 0.971199 -1.192985 -0.5737 0.0969 1.0309
C -5.408527 -1.820105 3.102473 0.0196 -1.3052 -0.5061
F -6.315139 -1.376122 2.221150 -0.2152 0.0980 -0.3379
F -4.189588 -1.486287 2.535679 -1.0035 -0.2819 0.4883
F -5.564487 -1.122481 4.201991 0.3001 0.7580 0.7244
S -5.724186 -3.712025 3.498939 -2.8506 -4.3513 0.6024
O -5.508824 -4.046155 4.897865 -0.0981 2.4150 0.0242
O -7.063138 -4.113468 3.013436 0.5994 2.7564 0.7531
O -4.812529 -4.466155 2.713824 3.1976 0.3723 -2.2647
C -1.116187 4.311985 2.660877 0.4675 0.3524 0.5059
N -1.193713 3.613289 4.018229 0.8116 0.8776 -1.8868
C 0.261526 3.144026 4.301626 -1.2608 -0.7628 0.6521
C -1.552534 4.669833 5.013408 0.2271 -1.3301 1.9219
C -2.156776 2.398838 4.087225 -0.3775 0.5803 0.4408
C -3.566898 2.696622 3.491430 -0.6904 -0.1742 -0.8187
O -4.281621 3.698046 4.165054 0.7415 2.2962 1.6941
H -0.824959 3.646377 1.848314 -0.4110 -0.2406 0.1522
H -0.314183 5.040851 2.777750 0.2429 -0.1333 0.0445
H -1.968392 4.966427 2.477706 -0.4281 -0.7247 -0.0318
H 0.198957 2.566235 5.223764 0.1430 0.2545 0.2319
H 0.944647 3.986854 4.406907 -0.3586 0.0073 -0.1060
H 0.601222 2.420840 3.560193 -0.3265 0.3011 -0.4274
H -0.659984 5.200984 5.344039 -0.1000 0.2126 -0.4640
H -1.806660 3.999682 5.834635 -0.2826 0.7675 0.6166
H -2.407520 5.319139 4.824995 0.1982 -0.3911 -0.6396
H -2.289350 2.140163 5.137758 -0.0195 0.4786 0.2500
H -1.524764 1.565299 3.780823 -0.8069 -0.1900 -1.0760
H -4.377122 1.974508 3.592357 1.5099 -1.9482 -0.5777
H -3.548757 3.075618 2.469606 0.7462 -0.7211 -0.5157
H -5.081642 3.881683 3.667214 -0.0866 -0.0246 0.1350
C -2.895990 -5.821913 0.796933 0.2528 0.7545 1.0141
N -1.378304 -5.714432 0.578636 -0.4119 -0.3133 1.7001
C -0.844459 -4.375671 1.021051 -0.8487 0.4409 -0.0804
C -0.757601 -6.758733 1.540417 -0.2708 -0.6999 -1.1347
C -1.177718 -5.888605 -0.884825 1.4340 1.1624 -1.1759
C 0.284751 -5.859682 -1.454722 -0.7812 0.1446 1.7013
O 0.918554 -7.049583 -1.072064 0.2344 -2.0369 -1.0216
H -3.059698 -5.672301 1.864134 -0.1081 -0.0701 -0.0339
H -3.297408 -6.790575 0.499189 0.4513 0.0744 -0.1973
H -3.438311 -5.009548 0.313130 0.3385 -0.1056 -0.2948
H -1.433940 -3.564434 0.593846 -0.0944 -0.2490 -0.4951
H 0.189401 -4.264972 0.693979 -0.1276 -0.2018 0.3762
H -0.995226 -4.238083 2.091767 0.4122 -0.4422 0.0520
H -1.043357 -6.672816 2.588774 -0.2393 0.9998 -0.2442
H 0.329840 -6.776582 1.467920 -0.2111 0.1223 -0.2561
H -1.198605 -7.711603 1.247730 0.3833 -0.0948 -0.2992
H -1.676678 -5.035272 -1.344126 -0.0354 0.0276 0.2634
H -1.768786 -6.715819 -1.277830 0.4800 -0.3377 0.2498
H 1.068694 -5.253504 -1.000740 -1.0847 2.1168 0.1641
H 0.220667 -5.611041 -2.514037 -0.2378 -0.5993 -0.1285
H 1.670522 -7.083282 -1.667892 0.3224 -0.7415 0.1724
C -4.933699 1.341065 -2.647922 0.9475 -0.7612 -0.3830
N -4.982675 1.924739 -1.289805 -1.2690 1.9280 1.8979
C -6.115510 3.006890 -1.210684 1.0160 0.0054 -1.0196
C -5.389046 0.810327 -0.248593 0.8469 0.8288 -1.2830
C -3.638591 2.731861 -1.020977 -0.6014 -1.1344 -0.6168
C -3.233475 3.718434 -2.116498 2.0364 -0.8511 0.4818
O -3.877082 4.918659 -2.117671 -2.4054 1.5327 0.0794
H -5.031110 2.072906 -3.449804 -0.3154 0.0974 0.3563
H -5.621576 0.506412 -2.783106 -0.3126 0.3631 0.2176
H -3.941702 0.903030 -2.758290 0.0901 -0.1234 0.0176
H -7.134436 2.631708 -1.115074 0.3536 -0.5320 -0.1356
H -5.966267 3.522317 -2.159451 -0.5326 0.2458 0.1771
H -5.935291 3.741197 -0.425564 0.2696 -0.4254 0.1477
H -6.326903 0.455450 -0.675897 0.0551 -0.1572 0.4531
H -5.512201 1.253096 0.739779 0.0482 -0.0231 -0.2044
H -4.629752 0.028416 -0.262337 -0.0836 0.0741 0.1080
H -2.878550 1.955621 -0.932181 0.1352 0.0077 -0.3046
H -3.613742 3.260997 -0.068353 -0.8452 -0.1558 0.0780
H -3.136909 3.290626 -3.114372 -0.1842 -0.3681 0.0014
H -2.240759 4.038097 -1.799617 0.8531 -1.0718 0.0174
H -3.434696 5.517195 -2.724002 -0.1117 0.0610 -0.0279
C 1.093975 4.076006 -1.249155 0.2022 1.3937 -1.1708
C 1.680122 4.374390 -2.614565 1.9097 -0.4704 -1.0597
C 2.840442 5.441185 -2.565706 -0.9749 1.1243 -1.4873
N 3.318931 6.053636 -3.911149 0.9119 -1.4569 -2.0549
C 4.385128 5.067661 -4.565600 -1.4147 0.6438 0.4166
C 4.082199 7.380952 -3.688629 -1.7756 1.0571 -0.6476
C 3.054787 8.461555 -4.141185 1.0299 0.4535 -0.9644
C 2.340183 7.823494 -5.345463 -0.0559 1.5658 0.3735
C 2.151167 6.417687 -4.951791 -0.4682 -0.6686 1.2204
H 0.255026 3.407948 -1.444016 0.4389 -0.5784 0.8280
H 0.690696 5.027611 -0.902895 -0.0117 -0.0602 0.6426
H 1.972997 3.763496 -0.685446 -0.8402 -0.5053 0.7652
H 0.918537 4.530716 -3.378542 0.0421 0.7255 0.1113
H 2.132381 3.439819 -2.946420 0.1812 -0.1899 -0.1709
H 3.824059 5.159299 -2.190018 -0.5410 -0.5037 0.7819
H 2.465573 6.339408 -2.075020 0.0818 -0.1412 0.5334
H 4.057755 4.028916 -4.521644 -0.2796 0.1653 0.3310
H 5.305516 5.198853 -3.996595 -0.0435 -0.0066 -0.2821
H 4.463990 5.307261 -5.626010 0.2859 0.3433 0.2321
H 4.921667 7.439821 -4.381409 -0.0497 -0.3965 0.1099
H 4.430060 7.554277 -2.670276 -0.1174 -0.6246 0.0158
H 3.593353 9.288098 -4.604719 0.2719 0.2144 0.5647
H 2.425704 8.920435 -3.378439 -0.1174 -0.5711 0.1239
H 2.874303 8.052889 -6.267524 0.3432 -0.5944 0.0587
H 1.370184 8.293816 -5.506696 -0.1023 -0.0587 0.0879
H 1.947674 5.768510 -5.803414 0.9456 -0.6644 0.3180
H 1.230522 6.388131 -4.369000 0.1960 -0.1718 0.2888
C -1.135269 0.488073 -5.047080 -0.2763 -0.9862 -1.0536
C -0.043556 -0.109616 -4.131388 -0.3505 -0.2720 -1.0776
C 1.023339 -0.961706 -4.951739 0.7861 1.4531 1.3571
N 2.149691 -1.502114 -4.037112 2.2329 -0.0261 1.5620
C 2.693355 -0.411656 -3.052653 -0.8037 -0.3202 -1.4278
C 3.396845 -2.133942 -4.795259 -0.3280 0.1368 0.2884
C 3.026212 -3.592030 -5.054260 0.3372 0.7068 -1.3285
C 1.972796 -3.898337 -4.078210 -2.5643 -0.2563 2.9798
C 1.717794 -2.671607 -3.152124 -0.0111 0.5515 -1.5005
H -1.810502 -0.280266 -5.423652 0.1223 -0.4152 0.0868
H -0.745294 0.912533 -5.972207 0.2713 0.3787 0.1336
H -1.847313 1.188991 -4.611425 0.5606 0.2498 0.5326
H -0.572510 -0.730903 -3.408669 0.3347 -0.0076 0.2013
H 0.395041 0.747957 -3.621193 0.3511 -0.4012 0.1065
H 1.647327 -0.293288 -5.544993 -0.5245 0.2023 -0.5313
H 0.612626 -1.742444 -5.591941 -0.0140 -0.1665 0.3907
H 1.883616 0.020275 -2.464537 -0.0148 -0.5567 0.1293
H 3.089756 0.400789 -3.661657 0.3547 -0.1211 -0.0114
H 3.439502 -0.898308 -2.424536 -0.0834 0.2044 -0.1966
H 4.260391 -2.175229 -4.131414 -0.3980 0.4855 0.6394
H 3.767336 -1.546070 -5.635043 -0.7251 0.1581 -0.1719
H 3.896115 -4.235299 -4.921698 -0.0131 0.1403 -0.2599
H 2.597786 -3.737324 -6.045944 0.4235 0.0075 -0.1475
H 2.255514 -4.645193 -3.336342 -0.0882 -0.5227 -0.5136
H 1.004176 -4.161645 -4.503133 0.1468 -0.4020 -0.1648
H 2.339007 -2.759499 -2.260797 0.0838 0.5362 -0.1067
H 0.723922 -2.329942 -2.863010 -0.2203 -1.0934 0.2045
C 4.844324 0.266426 6.217600 0.1521 -0.0551 0.6775
C 3.910022 0.314629 4.999862 -0.1813 0.1176 -0.6188
C 4.646457 -0.330946 3.813259 1.0247 1.3454 -0.7750
N 4.155712 -0.177237 2.358926 -2.3159 0.8726 0.6799
C 3.628133 1.311771 2.163475 1.5662 -1.3063 -1.6629
C 2.926816 -1.124477 2.150097 0.2140 2.4681 1.2683
C 3.531715 -2.419458 1.854269 -2.2775 -1.5853 1.1907
C 4.584752 -2.083019 0.948241 3.5783 0.0137 -1.5421
C 5.182508 -0.700324 1.325825 -1.7775 0.3224 0.0469
H 4.952051 -0.682642 6.742734 -0.3645 -0.3078 -0.4302
H 4.544073 0.956293 7.006295 -0.3396 0.1009 -0.1791
H 5.867208 0.562946 5.985469 -0.0016 0.1045 -0.4037
H 3.690347 1.365577 4.811814 0.2321 0.1749 -0.2745
H 2.920743 -0.123683 5.131443 0.1320 -0.4659 0.4307
H 4.870698 -1.366347 4.069697 0.0210 -0.0442 -0.5192
H 5.538747 0.262355 3.613506 0.7278 -0.3879 1.1152
H 4.384641 2.062322 2.392508 -0.0173 -0.3061 1.1457
H 2.611997 1.487247 2.516710 0.4192 -0.4102 0.3376
H 3.628592 1.459363 1.083511 -0.5952 -0.4671 -0.2201
H 2.398669 -0.692970 1.299824 -0.2131 -0.2398 0.0880
H 2.373715 -1.008732 3.082185 -0.4547 -0.3720 -0.3123
H 2.750445 -2.945643 1.305774 0.0390 -0.6116 0.3977
H 3.849596 -3.019753 2.706741 -0.2877 0.1715 0.1385
H 4.173184 -2.132713 -0.059852 0.4945 0.4513 -0.2403
H 5.424337 -2.772495 1.036627 -0.1511 -0.3507 -0.4662
H 5.106890 -0.072640 0.437915 0.2931 0.3645 0.2949
H 6.191043 -0.698777 1.739274 -0.2286 -0.0332 0.0467
C 1.385515 -6.460444 5.377412 0.4036 1.6969 0.0279
F 2.618446 -6.943401 5.086816 -1.0291 0.5481 0.6399
F 0.506200 -7.191267 4.718592 -0.1842 0.0588 0.2699
F 1.143698 -6.467062 6.702333 0.3925 -0.2404 -1.4596
S 1.370512 -4.569339 4.681690 0.8649 -1.9197 1.4079
O 2.479019 -3.912350 5.418581 -2.2390 -0.8914 -1.3374
O 1.585896 -4.806820 3.252864 -0.8125 0.6741 1.1498
N -0.292770 -4.043317 5.169097 3.2850 -6.0385 -2.5234
S -0.102593 -2.584894 5.202121 -1.3908 6.5351 1.1195
O 0.290565 -2.134639 6.502934 -0.2294 0.9797 0.5269
O 0.617520 -1.895032 4.125247 -0.5764 -0.5539 -0.2236
C -2.004249 -2.074236 4.947363 0.8936 -0.1543 -1.0851
F -2.473752 -2.682263 3.834588 0.4372 -0.3444 1.1716
F -2.769616 -2.296044 5.981817 0.0652 -0.5986 0.2090
F -2.138067 -0.747050 4.675569 0.6125 0.4935 0.1608
```
Forces are in eV/Å.

Entry 2:
ORCA calculation (ωB97M-V/def2-TZVPD) on 2 unconnected molecules or ions with the total composition C4H5Br2NS at a distorted geometry.

Results
- Energy above the lowest of the compared OMol25 structures with the same formula, charge and spin: 57.10 kcal per mole
- Frontier orbital gap: 9.46 eV
- HOMO: -9.4 eV

```
13
Properties=species:S:1:pos:R:3:forces:R:3
C -2.330604 0.987817 1.740007 -1.6439 0.0274 0.9806
C 0.558408 -0.965250 -4.189109 -0.2742 -0.4134 -0.6055
C -1.888398 0.378190 0.651923 0.7852 2.3586 -1.0565
C -0.348534 -1.673511 -0.484549 1.2049 -0.6543 0.1534
N 1.052903 -0.383982 -3.320459 -0.2035 -0.2403 -0.4622
S -2.025736 -1.259922 0.160025 0.6331 -1.3105 0.2786
Br -1.217626 1.559930 -0.722481 0.0120 0.1211 -0.2361
Br 1.211148 -0.766697 0.327529 -0.4070 -0.3043 0.2351
H -2.567920 2.097757 1.987742 0.9988 -2.1722 -0.9284
H -2.778794 0.244528 2.399590 0.1231 0.3943 0.5587
H -0.040187 -2.765185 -0.452056 -1.1396 1.2307 0.4329
H -0.195033 -1.388902 -1.507256 -0.6182 0.2480 -0.4273
H 1.380362 0.131398 -2.560837 0.5294 0.7150 1.0767
```
Forces are in eV/Å.

Entry 3:
ORCA calculation (ωB97M-V/def2-TZVPD) on 2 unconnected molecules or ions with the total composition C2H8N2S at a distorted geometry.

Results
- Energy above the lowest of the compared OMol25 structures with the same formula, charge and spin: 21.82 kcal per mole
- SMILES: N/C=C/N.S
- Frontier orbital gap: 8.82 eV
- HOMO: -8.1 eV

```
13
Properties=species:S:1:pos:R:3:forces:R:3
N -0.084188 -1.681846 -1.683219 -0.5484 0.7152 -0.4081
C -0.009614 -0.561663 -0.818222 0.4694 -0.2879 0.4416
C 0.657766 -0.662207 0.322857 0.3075 0.2339 0.5493
N 0.733467 0.433538 1.279158 -0.2230 -0.5771 -0.8036
H -0.520738 -1.423008 -2.561766 0.1607 -0.0383 0.0541
H -0.672528 -2.395598 -1.285793 0.0721 -0.3253 0.1752
H -0.459346 0.397254 -1.057702 -0.0549 -0.1146 -0.3192
H 1.193491 -1.549308 0.636743 -0.1071 -0.2445 -0.2881
H 1.682191 0.767257 1.384978 0.1011 -0.0045 0.2018
H 0.360972 0.122856 2.161011 0.0998 0.1201 0.4621
S -0.839655 2.833505 0.526027 0.0420 -0.5450 -0.0112
H -0.048137 1.509637 0.884103 -0.5096 0.9894 -0.1418
H -1.993681 2.209583 0.211828 0.1905 0.0786 0.0879
```
Forces are in eV/Å.